{
  "formula": "C20H44BFe2N4O16S",
  "method": "wB97M-V/def2-TZVPD",
  "symbols": ["Fe", "Fe", "S", "O", "O", "O", "O", "O", "C", "O", "B", "O", "C", "O", "O", "C", "O", "C", "O", "O", "C", "C", "C", "O", "C", "N", "H", "H", "H", "H", "H", "H", "H", "H", "H", "H", "H", "C", "C", "C", "O", "C", "N", "H", "H", "H", "H", "H", "H", "H", "H", "H", "H", "H", "C", "C", "C", "O", "C", "N", "H", "H", "H", "H", "H", "H", "H", "H", "H", "H", "H", "C", "C", "C", "O", "C", "N", "H", "H", "H", "H", "H", "H", "H", "H", "H", "H", "H"],
  "positions_angstrom": [[-1.29880, 2.26479, -1.00154], [1.23387, -2.33711, -0.72227], [0.05323, 0.01708, -0.63199], [-0.96934, 0.45985, -1.62212], [1.39808, -0.38326, -1.09156], [-0.06534, 1.29610, 0.11816], [-0.25032, -1.29384, -0.04810], [-1.54688, 0.93584, 2.55341], [-0.88417, 0.75657, 3.53391], [-1.16799, 1.11866, 4.77121], [-0.13433, 0.57856, 5.65921], [0.83813, -0.12029, 4.81824], [0.42856, -0.01677, 3.56343], [0.93050, -0.48004, 2.58352], [0.56895, 1.58169, 6.50533], [0.54918, 1.28863, 7.75009], [1.10972, 1.80210, 8.65385], [-0.32602, -0.07461, 7.87573], [-0.71616, -0.35316, 6.67494], [-0.58191, -0.62564, 8.88258], [0.38231, -5.10923, 2.37511], [0.65767, -3.80755, 1.61290], [2.08239, -3.32009, 1.87745], [2.34090, -2.24036, 0.94649], [3.64007, -1.69308, 1.21561], [0.51213, -4.06439, 0.15151], [1.03227, -5.95438, 2.13993], [-0.63932, -5.48188, 2.27349], [0.49173, -4.90835, 3.44543], [-0.04290, -3.05799, 1.97756], [2.74622, -4.15629, 1.60913], [2.33893, -3.14978, 2.92212], [3.73021, -1.33109, 2.24076], [3.71074, -0.82053, 0.56847], [4.43457, -2.42649, 1.06977], [-0.40864, -4.51433, 0.08360], [0.99095, -4.94804, -0.06802], [3.39839, -4.03527, -3.97822], [2.49242, -3.16106, -3.12387], [1.03231, -3.49792, -3.35099], [0.18819, -2.88490, -2.31847], [-1.17908, -3.03403, -2.68332], [2.85276, -3.22809, -1.66583], [2.93425, -4.10343, -4.96819], [3.47600, -5.08959, -3.69974], [4.39061, -3.59783, -4.06163], [2.75202, -2.14187, -3.42159], [0.87986, -4.57497, -3.23160], [0.71289, -3.20949, -4.35098], [-1.46889, -2.41063, -3.53301], [-1.86290, -2.83198, -1.86300], [-1.33510, -4.06287, -3.02167], [3.77652, -2.77510, -1.65444], [3.28571, -4.15084, -1.51813], [-4.24701, 3.12649, 1.90203], [-3.27758, 3.28841, 0.74865], [-1.96930, 4.00624, 1.11159], [-1.04576, 4.00331, -0.00378], [0.09705, 4.84437, 0.27535], [-2.89234, 1.90901, 0.21910], [-5.11590, 2.57061, 1.54262], [-4.54937, 4.08813, 2.30967], [-3.82137, 2.48409, 2.67582], [-3.79746, 3.77584, -0.07797], [-1.48642, 3.57296, 1.99186], [-2.19589, 5.03336, 1.40760], [0.64476, 4.94379, -0.65899], [0.72331, 4.36682, 1.02550], [-0.21731, 5.85738, 0.51806], [-3.80191, 1.50069, -0.01400], [-2.67593, 1.33338, 1.04450], [-2.26916, 3.21019, -5.04131], [-1.64316, 2.68384, -3.75639], [-0.30770, 3.36608, -3.50921], [0.15298, 2.92623, -2.22379], [1.58832, 2.94678, -2.09165], [-2.52267, 2.99050, -2.55016], [-1.64414, 2.87527, -5.87017], [-2.17998, 4.30098, -5.04775], [-3.30790, 2.92634, -5.19579], [-1.45705, 1.61009, -3.81129], [-0.38205, 4.45909, -3.48595], [0.36530, 3.12654, -4.33505], [1.86308, 2.69100, -1.07256], [2.05037, 3.85820, -2.46745], [1.98619, 2.13124, -2.70358], [-2.76278, 3.96645, -2.76924], [-3.39635, 2.58490, -2.90892]],
  "atomic_forces_ev_per_a": [[-0.96, 1.13, 0.26], [0.70, -0.78, 0.83], [-0.93, 1.05, 0.41], [-0.26, -2.77, -2.62], [1.60, 2.12, -1.69], [2.86, -0.97, 2.52], [-3.16, -0.05, 1.62], [-0.78, 0.41, -1.13], [-0.04, 0.14, 2.36], [0.03, -0.01, -1.65], [0.24, -0.04, 4.00], [-0.21, -0.06, -2.30], [0.15, -0.06, 1.90], [0.86, -0.65, -1.15], [-0.26, 0.92, -3.92], [-0.89, -2.88, 2.44], [0.34, 0.79, 0.33], [1.35, 2.74, 1.11], [-0.62, -0.51, -3.21], [-0.29, -0.88, 0.78], [-0.10, 0.15, 0.85], [0.59, -1.08, 1.53], [-0.45, -1.70, -0.88], [0.26, -0.63, 1.40], [0.40, 1.12, -0.21], [-0.75, -1.23, 0.61], [0.29, 0.24, -0.23], [-0.08, 0.30, -0.25], [0.05, -0.10, -0.06], [-0.16, 0.19, -0.55], [0.15, 0.12, -0.21], [-0.45, 0.94, -0.07], [-0.49, -0.11, 0.04], [0.39, -0.12, -0.08], [-0.13, -0.09, -0.34], [-0.50, 1.12, -0.38], [0.93, 0.49, 0.15], [-0.53, -0.36, -0.67], [0.62, 0.02, -0.42], [0.27, -0.53, 0.59], [0.75, 0.33, -1.53], [-1.39, -0.58, -0.48], [1.74, -0.43, -1.16], [0.39, 0.28, -0.13], [-0.04, 0.13, 0.55], [0.02, -0.09, -0.10], [-0.63, 0.16, 0.01], [0.03, -0.04, -0.18], [-0.10, 0.21, 0.11], [0.42, 0.27, 0.15], [0.39, 0.12, 0.27], [0.01, -0.02, 0.23], [-0.47, 0.89, 0.41], [-1.19, -0.39, 0.42], [0.19, -0.44, 0.06], [0.75, -0.43, -0.05], [-1.01, 0.40, 0.93], [-0.69, 0.09, 0.45], [0.55, 0.05, -0.86], [-1.40, 0.20, 0.95], [-0.20, 0.34, -0.03], [-0.10, -0.06, 0.06], [0.19, 0.32, 0.17], [0.26, 0.27, -0.04], [0.00, -0.39, -0.18], [0.02, 0.09, -0.36], [0.06, -0.18, 0.03], [-0.08, 0.20, 0.20], [-0.23, -0.19, 0.43], [0.30, -0.03, -0.81], [0.80, 0.19, 0.18], [0.82, 0.29, 0.06], [0.32, 0.57, -0.23], [-0.51, 0.29, -0.51], [0.83, 0.45, -0.60], [0.70, -1.13, -0.36], [-0.49, -0.01, -2.58], [-0.32, -0.12, -0.17], [-0.30, 0.01, -0.02], [0.05, -0.16, 0.00], [-0.25, -0.03, 0.15], [-0.18, -0.04, 0.02], [0.31, -0.28, 0.36], [-0.17, 0.46, 0.15], [-0.37, 0.29, 0.32], [-0.09, 0.04, -0.10], [0.35, 0.22, 1.03], [-0.08, -0.50, 1.06]],
  "multiplicity": 11,
  "homo_ev": [-13.103, -13.102],
  "total_charge": 3,
  "max_force_ev_per_a": 4.03,
  "s2": 30.011,
  "homo_lumo_gap_ev": [5.58, 2.12]
}

{
  "formula": "C20H44BN4O4S",
  "method": "wB97M-V/def2-TZVPD",
  "symbols": ["O", "C", "C", "C", "C", "O", "B", "C", "C", "S", "C", "N", "N", "C", "O", "O", "H", "H", "H", "H", "H", "H", "H", "H", "H", "H", "H", "H", "H", "H", "C", "C", "N", "C", "C", "C", "C", "H", "H", "H", "H", "H", "H", "H", "H", "H", "H", "H", "H", "H", "H", "H", "C", "C", "N", "C", "C", "C", "C", "H", "H", "H", "H", "H", "H", "H", "H", "H", "H", "H", "H", "H", "H", "H"],
  "positions_angstrom": [[4.10000, 1.31031, 3.51098], [2.92855, 2.14383, 3.21001], [2.33422, 1.65166, 1.84257], [1.35696, 2.65501, 1.14445], [0.32574, 1.64716, 0.38205], [-0.61081, 1.46223, 1.44290], [-0.93042, 2.84015, 1.78833], [-1.66693, 3.17726, 3.21797], [-2.87947, 2.24369, 3.60345], [-3.77863, 1.49731, 2.18031], [-3.17027, -0.19755, 2.17159], [-3.64496, -1.26901, 1.50959], [-2.79846, -2.27512, 1.82156], [-1.85345, -1.88289, 2.65672], [-2.09759, -0.55465, 2.89652], [0.46552, 3.40841, 1.97295], [4.79792, 1.86314, 3.89197], [2.20130, 2.06100, 4.05146], [3.23621, 3.21206, 3.13341], [3.18016, 1.43467, 1.13597], [1.81834, 0.66617, 1.97598], [1.76224, 3.38889, 0.40688], [0.74202, 0.69141, -0.00564], [-0.17151, 2.29970, -0.37996], [-1.48294, 3.49121, 0.92766], [-0.91763, 3.11662, 4.04478], [-2.06625, 4.21997, 3.14389], [-3.63232, 2.88915, 4.13130], [-2.60864, 1.44826, 4.33684], [-1.03011, -2.47414, 3.07071], [8.16409, -2.23573, -1.02050], [7.09399, -1.85182, -0.00671], [5.90259, -1.28577, -0.61281], [5.01663, -0.63331, 0.34738], [4.37193, -1.50771, 1.42091], [5.24406, -2.10603, -1.61688], [4.79204, -3.51131, -1.21099], [8.40791, -1.39358, -1.67172], [9.07788, -2.53308, -0.50090], [7.85465, -3.07834, -1.64265], [7.53417, -1.10508, 0.66062], [6.86227, -2.72757, 0.61704], [4.22947, -0.10132, -0.19441], [5.58682, 0.15326, 0.85331], [3.58079, -2.13651, 1.01158], [3.90941, -0.86662, 2.17433], [5.10043, -2.14198, 1.93031], [5.92044, -2.20479, -2.47267], [4.38400, -1.56154, -2.01774], [5.56886, -4.06150, -0.67528], [4.54787, -4.08917, -2.10688], [3.89405, -3.48910, -0.59490], [-4.51869, 1.97959, -1.78541], [-5.50562, 1.29029, -2.71970], [-4.96027, 0.11078, -3.37131], [-5.76870, -0.36153, -4.48405], [-7.18066, -0.86779, -4.17647], [-4.43937, -0.92630, -2.48945], [-5.38610, -1.51560, -1.44292], [-3.58351, 2.20584, -2.30115], [-4.94099, 2.92180, -1.42994], [-4.29156, 1.37393, -0.90653], [-5.78180, 2.01825, -3.48974], [-6.42638, 1.06252, -2.16279], [-5.22082, -1.14564, -5.01690], [-5.85504, 0.45910, -5.20601], [-7.16462, -1.84076, -3.68696], [-7.73507, -0.99229, -5.11198], [-7.74443, -0.16960, -3.55581], [-3.56847, -0.52167, -1.96531], [-4.03136, -1.74221, -3.09508], [-5.93401, -0.74660, -0.89497], [-4.81098, -2.08234, -0.70901], [-6.10473, -2.20704, -1.88619]],
  "atomic_forces_ev_per_a": [[-0.20, 0.54, 0.07], [0.12, -0.19, -0.60], [0.55, 0.64, 0.55], [-1.76, -1.03, -0.78], [-0.19, 1.92, 1.05], [-0.31, -0.92, -1.16], [0.89, 0.94, 1.42], [-0.79, -0.93, 0.23], [0.37, 0.99, 0.91], [0.37, -1.48, 0.30], [-0.21, -1.05, -0.33], [0.73, 2.30, 1.03], [1.62, -1.70, 0.70], [-3.08, 0.96, -2.03], [1.06, 0.47, 0.92], [1.55, -0.56, -0.39], [-0.46, -0.17, -0.14], [0.39, 0.02, -0.75], [-0.22, -0.66, -0.03], [-0.53, 0.38, 0.65], [0.25, 0.92, 0.17], [0.58, -0.77, 0.52], [-0.24, 0.64, 0.25], [0.36, -0.90, -0.08], [-0.41, -0.12, -0.71], [-0.53, 0.14, -0.49], [0.46, -0.70, 0.18], [0.26, -0.84, -0.55], [-0.15, 0.44, -0.82], [-0.50, 0.78, -0.10], [0.00, -0.09, -0.04], [0.02, -0.09, -0.14], [-0.13, 0.33, -0.03], [0.05, 0.12, 0.15], [-0.26, 0.05, 0.13], [0.20, -0.12, -0.24], [-0.17, -0.14, -0.07], [-0.08, -0.02, 0.01], [-0.04, -0.01, 0.01], [0.02, 0.04, -0.01], [-0.23, 0.07, 0.03], [0.09, -0.06, 0.06], [0.07, -0.13, -0.14], [0.10, -0.08, -0.05], [0.07, -0.07, 0.00], [0.10, -0.01, -0.02], [0.00, 0.00, -0.04], [0.07, 0.00, 0.08], [0.04, 0.12, 0.22], [-0.01, 0.06, 0.01], [0.02, 0.03, 0.01], [0.09, -0.03, 0.07], [-0.01, -0.11, 0.05], [0.11, 0.09, 0.17], [0.04, -0.12, -0.46], [0.02, 0.17, -0.07], [-0.14, -0.16, -0.18], [0.22, 0.05, 0.34], [-0.03, -0.29, 0.00], [-0.02, -0.07, 0.02], [-0.01, -0.05, 0.01], [0.05, 0.05, -0.03], [-0.05, -0.20, -0.16], [-0.06, 0.06, 0.06], [0.07, -0.02, 0.16], [0.02, 0.08, 0.11], [-0.02, 0.06, 0.09], [0.02, 0.03, 0.02], [0.05, -0.02, 0.03], [-0.09, 0.10, 0.01], [-0.13, 0.12, -0.18], [0.06, -0.01, -0.01], [-0.01, 0.13, 0.02], [-0.08, 0.10, -0.02]],
  "homo_ev": -4.541,
  "total_charge": -1,
  "max_force_ev_per_a": 3.81,
  "homo_lumo_gap_ev": 7.16,
  "relative_energy_kcal_mol": 32.2
}

{
  "formula": "C20H44BNO11",
  "method": "wB97M-V/def2-TZVPD",
  "symbols": ["C", "C", "N", "C", "O", "C", "O", "O", "C", "C", "C", "B", "O", "O", "C", "H", "H", "H", "H", "H", "H", "H", "H", "H", "H", "H", "H", "H", "H", "H", "H", "C", "O", "C", "C", "O", "C", "C", "O", "C", "H", "H", "H", "H", "H", "H", "H", "H", "H", "H", "H", "H", "H", "H", "C", "O", "C", "C", "O", "C", "C", "O", "C", "H", "H", "H", "H", "H", "H", "H", "H", "H", "H", "H", "H", "H", "H"],
  "positions_angstrom": [[2.62408, -0.69749, 7.88183], [1.74588, -1.94158, 7.74901], [1.61312, -2.48251, 6.38492], [2.79525, -2.91797, 5.68894], [3.89097, -3.22369, 6.56740], [4.97968, -2.48942, 6.25112], [6.04468, -2.61941, 6.75394], [4.66723, -1.56590, 5.31410], [3.47264, -2.01721, 4.60946], [3.91805, -2.94662, 3.46901], [5.07297, -2.42358, 2.61699], [2.64924, -0.73928, 4.06158], [1.96129, 0.13850, 4.84118], [2.61788, -0.57922, 2.71283], [2.45303, 0.72641, 2.16557], [2.03729, 0.21875, 7.78368], [3.09209, -0.67164, 8.86447], [3.43748, -0.66962, 7.15827], [2.09673, -2.70910, 8.44428], [0.73530, -1.67077, 8.05461], [0.99746, -3.28194, 6.43323], [2.51784, -3.84100, 5.17925], [4.19156, -3.92139, 3.88657], [3.05126, -3.10522, 2.82230], [5.87392, -2.01506, 3.23151], [5.49717, -3.24421, 2.03739], [4.73761, -1.66523, 1.91321], [2.33655, 0.31106, 5.70767], [2.53489, 0.64281, 1.08429], [1.47765, 1.14759, 2.40831], [3.22934, 1.40131, 2.52627], [1.37648, -0.47474, -1.65465], [1.53467, 0.66434, -2.46698], [2.24930, 0.37715, -3.65536], [2.14247, 1.52792, -4.63087], [0.91698, 1.54975, -5.34541], [-0.19779, 2.08134, -4.64843], [-0.23648, 3.59203, -4.61579], [0.62634, 4.09301, -3.61172], [0.84447, 5.47791, -3.74417], [2.34737, -0.89299, -1.36165], [0.84037, -0.16532, -0.75873], [0.79427, -1.25080, -2.16525], [1.84887, -0.53068, -4.12500], [3.30824, 0.20498, -3.41466], [2.91695, 1.39395, -5.38852], [2.32047, 2.47623, -4.11856], [-0.26208, 1.67689, -3.63534], [-1.07189, 1.74074, -5.20823], [-1.26593, 3.91897, -4.40750], [0.05925, 3.98191, -5.59833], [1.33479, 5.71368, -4.69590], [1.49069, 5.78835, -2.92563], [-0.09624, 6.03872, -3.68589], [-2.91227, 1.10641, -0.90622], [-4.02101, 0.94403, -1.76014], [-3.76578, 1.45882, -3.05330], [-4.82071, 1.00310, -4.03474], [-4.61886, -0.31656, -4.51410], [-5.02913, -1.36666, -3.65281], [-6.51736, -1.63148, -3.68399], [-7.20789, -0.69203, -2.88228], [-8.59597, -0.71352, -3.11711], [-2.64082, 2.16360, -0.79908], [-3.18800, 0.71114, 0.06942], [-2.03890, 0.55892, -1.28165], [-2.77856, 1.12379, -3.39770], [-3.76241, 2.55827, -3.00999], [-4.74972, 1.64255, -4.91720], [-5.81692, 1.12198, -3.60245], [-4.69787, -1.19026, -2.62673], [-4.52595, -2.25941, -4.02944], [-6.70894, -2.64646, -3.30689], [-6.87167, -1.57566, -4.72158], [-8.82801, -0.44029, -4.15322], [-9.05333, 0.01219, -2.44771], [-9.02159, -1.70318, -2.91173]],
  "atomic_forces_ev_per_a": [[-0.05, 0.04, -0.04], [-0.06, 0.09, -0.04], [0.26, 0.04, 0.12], [-0.26, 0.01, -0.31], [0.05, -0.21, -0.16], [-0.26, 0.14, 0.01], [0.24, 0.08, 0.20], [-0.04, -0.05, -0.09], [-0.07, -0.14, 0.19], [0.13, 0.16, -0.21], [0.03, -0.13, -0.07], [-0.18, -0.26, 0.12], [0.54, 0.65, -0.20], [0.26, 0.03, 0.02], [-0.36, 0.05, -0.19], [0.01, -0.01, -0.06], [-0.03, 0.02, 0.03], [0.03, -0.03, 0.02], [0.11, 0.00, -0.05], [-0.03, -0.11, 0.06], [-0.14, 0.13, 0.04], [0.01, -0.05, 0.04], [0.04, 0.04, 0.07], [-0.04, -0.12, 0.09], [-0.02, 0.02, 0.01], [-0.01, -0.01, -0.02], [0.01, 0.09, 0.08], [-0.23, -0.35, 0.23], [0.04, -0.04, -0.01], [0.00, -0.03, 0.07], [0.01, -0.04, 0.05], [0.02, 0.07, 0.05], [-0.08, -0.02, -0.05], [0.00, 0.02, 0.05], [0.05, -0.04, -0.02], [0.04, 0.05, 0.07], [-0.14, -0.05, -0.08], [0.01, 0.02, 0.10], [0.09, -0.03, -0.09], [-0.03, 0.01, 0.06], [-0.01, -0.04, 0.00], [0.01, -0.01, 0.01], [0.04, -0.02, -0.01], [0.02, 0.00, -0.02], [0.00, -0.04, -0.01], [-0.01, 0.02, -0.01], [-0.02, -0.03, 0.04], [0.04, 0.06, 0.02], [0.01, -0.02, 0.00], [-0.01, 0.02, -0.05], [-0.03, -0.01, -0.02], [-0.02, 0.00, -0.01], [0.00, 0.00, 0.00], [0.00, 0.00, -0.01], [-0.04, 0.03, 0.04], [0.05, -0.11, -0.05], [0.01, 0.04, 0.12], [0.01, 0.05, -0.04], [-0.02, 0.00, 0.03], [0.02, -0.07, -0.01], [-0.03, 0.01, 0.06], [0.02, 0.07, -0.10], [-0.01, -0.02, 0.07], [0.01, 0.00, -0.01], [0.00, 0.00, 0.00], [0.01, 0.02, -0.01], [-0.01, 0.02, -0.06], [0.04, 0.00, -0.04], [-0.02, -0.01, 0.00], [0.03, -0.02, 0.05], [-0.05, 0.02, 0.01], [0.02, 0.01, 0.01], [-0.02, -0.01, -0.04], [0.02, -0.02, -0.01], [0.00, -0.02, 0.00], [0.00, 0.00, 0.00], [0.00, 0.00, -0.01]],
  "smiles": "CCN[C@@H]1OC(=O)O[C@]1(CC)B(O)OC.COCCOCCOC.COCCOCCOC",
  "homo_ev": -9.379,
  "max_force_ev_per_a": 0.87,
  "homo_lumo_gap_ev": 9.83
}